[1]
15
Properties=species:S:1:pos:R:3:forces:R:3:lowdin_charge:R:1 method="wB97M-V/def2-TZVPD" e_above_lowest_kj_mol=117.1 orbital_gap_ev="11.163 / 8.326" e_homo_ev="-10.1 / -9.9" spin_multiplicity=2
C 0.89211 0.95460 -1.21563 0.107 -0.594 2.016 -0.290
O -0.34435 0.86588 -1.75279 -0.391 0.454 -0.493 -0.020
C 0.83025 0.89244 0.45004 0.636 -0.261 -1.651 -0.148
C -0.44411 0.07311 0.84564 2.284 0.216 -1.164 -0.189
C -0.45047 -1.28136 0.10951 -1.771 -0.414 1.504 -0.232
O -1.48700 -2.10630 0.73624 -0.180 0.419 -0.190 -0.112
H 1.27092 1.97103 -1.54390 0.034 -1.008 0.207 0.151
H 1.49103 0.08741 -1.58156 0.218 0.879 -0.026 0.115
H 0.71010 1.92117 0.75682 0.031 0.258 0.392 0.082
H 1.83545 0.53097 0.79421 -1.009 0.089 -0.144 0.110
H -1.13284 0.71404 0.32789 -1.306 -0.040 0.455 0.089
H -0.60474 -0.00928 1.93540 0.103 -0.014 -0.646 0.124
H -0.73319 -1.16597 -0.94092 0.341 0.114 0.018 0.104
H 0.46702 -1.87762 0.19480 -0.140 0.331 0.056 0.125
H -2.30018 -1.57012 0.88422 1.041 -0.429 -0.335 0.092

=====

[2]
15
Properties=species:S:1:pos:R:3:forces:R:3:lowdin_charge:R:1 method="wB97M-V/def2-TZVPD" e_above_lowest_kj_mol=171.3 charge=+1 orbital_gap_ev=12.860 e_homo_ev=-15.8
C -1.60251 0.71597 -0.10986 -0.249 -2.874 -2.726 -0.108
C -0.16290 1.11575 -0.20379 0.700 1.255 0.832 -0.028
C -0.49556 -1.25184 -0.13799 -1.610 -1.535 0.093 -0.040
C 1.81930 -0.26487 0.30535 -0.478 -1.495 1.363 0.064
O -1.53710 -0.58030 0.55322 2.327 -0.244 -1.386 -0.059
O 0.56702 -0.17200 -0.44968 -1.047 -0.165 0.296 -0.175
H -2.14643 1.29045 0.53382 -1.362 1.926 1.466 0.115
H -2.16066 0.56935 -1.08420 0.769 0.387 0.884 0.167
H 0.19191 1.88155 -0.93975 -0.543 -0.948 0.493 0.176
H 0.07035 1.44715 0.84006 0.381 -0.270 -0.973 0.151
H -0.04596 -2.07605 0.55443 -0.687 1.637 -1.517 0.186
H -0.84388 -1.62045 -1.20583 0.922 0.741 2.161 0.195
H 1.65559 0.39004 1.18401 0.889 -0.738 -0.458 0.130
H 2.06158 -1.33884 0.49460 -1.027 0.706 0.580 0.131
H 2.62927 -0.10591 -0.33438 1.016 1.615 -1.108 0.096

=====

[3]
16
Properties=species:S:1:pos:R:3:forces:R:3:lowdin_charge:R:1 method="wB97M-V/def2-TZVPD" e_above_lowest_kj_mol=475.6 orbital_gap_ev=8.834 e_homo_ev=-8.3
C -1.96224 0.08744 -0.88253 1.667 0.299 0.364 -0.219
P -0.67341 0.23676 0.18783 -0.456 -2.465 1.251 0.710
C -1.32149 -0.64722 1.66939 3.762 0.083 -0.863 -0.166
O 0.44368 -0.87041 -0.15525 2.002 -1.090 -0.553 -0.330
C 1.77539 -0.47538 -0.49275 2.179 -0.635 -0.786 -0.203
C 1.72714 0.98604 -0.93465 -0.182 -1.741 0.004 -0.378
O 2.51569 1.81064 -0.64037 1.411 1.386 0.153 0.079
H -1.79457 0.23874 -1.91815 0.210 0.228 -1.003 -0.024
H -2.62764 0.78347 -0.46862 -1.981 0.744 0.458 -0.039
H 0.42577 1.10879 0.56225 -1.246 0.647 0.407 0.056
H -2.27525 -0.48383 1.90305 -3.915 0.991 0.770 -0.006
H -1.22176 -1.68853 1.39686 -0.004 -0.192 -0.419 0.056
H -0.70584 -0.53836 2.54023 0.454 0.401 0.554 0.043
H 2.09135 -1.07605 -1.41028 -0.616 0.665 0.905 0.138
H 2.74314 -0.65308 0.21483 -2.920 0.371 -0.721 0.175
H 0.86003 1.18098 -1.57182 -0.365 0.305 -0.521 0.109

=====

[4]
16
Properties=species:S:1:pos:R:3:forces:R:3:lowdin_charge:R:1 method="wB97M-V/def2-TZVPD" e_above_lowest_kj_mol=202.9 charge=-1 orbital_gap_ev=7.472 e_homo_ev=-4.0
C 1.70254 -0.06990 1.76103 0.311 0.595 4.323 -0.243
C 0.26457 -0.30629 1.98261 -3.443 -3.307 -1.807 -0.126
O 2.55571 -0.33242 3.01425 -0.640 -0.348 -0.109 -0.165
H 2.34120 -0.61920 1.15496 -0.079 -0.421 -2.620 0.088
H 1.64993 0.98627 1.75933 1.467 1.275 -0.924 0.093
H -0.17936 -0.00118 2.92564 0.795 0.284 0.449 0.062
H 2.77796 -1.28702 3.05305 -0.458 0.891 -0.201 0.059
H -0.01504 -1.43465 1.88900 0.415 1.654 0.212 0.095
H -0.45569 0.18805 1.21825 1.595 -0.621 0.581 0.081
C -0.49220 0.64334 -2.97459 -0.075 -0.260 -0.621 -0.074
C -1.40462 0.10296 -1.72706 2.070 3.640 0.315 -0.753
O -1.21768 0.92219 -0.74874 -0.543 -1.385 -0.761 -0.166
O -2.07318 -0.90557 -1.80431 -0.588 -1.084 -0.317 -0.054
H 0.57457 0.50662 -2.71480 -0.455 -0.202 -0.089 0.041
H -0.56154 1.70929 -3.23035 -0.364 0.141 1.007 0.031
H -0.67249 0.25757 -3.99657 -0.008 -0.852 0.563 0.032

=====

[5]
16
Properties=species:S:1:pos:R:3:forces:R:3:lowdin_charge:R:1 method="wB97M-V/def2-TZVPD" e_above_lowest_kj_mol=76.3 charge=-1 orbital_gap_ev=7.713 e_homo_ev=-4.0
C -2.18635 -0.48925 0.10350 -0.001 0.093 -0.498 -0.057
C -2.35394 0.99447 -0.30941 -0.825 0.531 0.961 -0.788
O -1.32330 1.71880 -0.30630 0.390 -0.494 -0.344 -0.117
O -3.53872 1.36911 -0.48531 0.385 -0.144 -0.330 -0.111
H -1.51676 -0.55968 0.96296 0.088 -0.149 -0.140 0.052
H -1.79377 -1.03529 -0.75565 0.418 -0.078 0.098 0.054
H -3.14823 -0.94900 0.31767 -0.115 0.153 0.215 0.046
C 1.88137 -0.74611 -0.30505 0.632 0.333 -0.394 -0.340
C 1.97373 0.28733 0.79310 -1.548 0.214 0.910 -0.094
O 1.19485 -0.24783 -1.43643 -0.080 0.220 -0.267 -0.098
H 2.89816 -0.94910 -0.64507 0.166 -0.321 -0.051 0.092
H 1.46195 -1.70245 0.00349 -0.328 0.023 0.222 0.098
H 2.84256 0.92756 0.71063 0.141 0.082 0.056 0.064
H 0.71793 0.57080 -1.21190 -0.254 -0.391 0.161 0.063
H 1.83190 -0.08453 1.81968 0.731 -0.353 -0.270 0.072
H 1.05861 0.89517 0.74409 0.198 0.281 -0.330 0.065

=====

[6]
16
Properties=species:S:1:pos:R:3:forces:R:3:lowdin_charge:R:1 method="wB97M-V/def2-TZVPD" e_above_lowest_kj_mol=34.3 orbital_gap_ev="10.652 / 6.741" e_homo_ev="-9.9 / -9.9" spin_multiplicity=2
C -1.15316 1.86070 0.83510 -0.776 -1.727 1.190 -0.287
C 0.25815 1.52597 0.43165 0.257 0.405 -1.503 -0.095
O -2.05782 0.74198 0.65714 0.050 -0.104 -0.569 -0.107
H -1.17812 2.02136 1.91669 0.042 0.828 -0.080 0.107
H -1.68037 2.61246 0.26544 0.467 0.652 0.081 0.110
H 0.99996 2.26967 0.72806 -0.139 -0.045 0.452 0.076
H -1.69713 -0.05982 1.04980 0.239 0.144 0.081 0.055
H 0.32325 1.55407 -0.66644 -0.053 -0.203 0.056 0.069
H 0.54008 0.51543 0.73675 -0.015 0.549 0.249 0.042
C 1.02619 -1.58140 -1.42127 -1.200 -0.529 -0.239 0.035
C 0.58911 -2.09141 -0.06400 0.360 0.128 -0.451 -0.607
O 0.35081 -1.46544 0.94026 -0.088 -0.407 0.131 0.087
O 0.49550 -3.39535 -0.08817 -0.110 -0.290 0.264 0.244
H 0.65279 -0.56880 -1.54224 0.665 0.292 0.182 0.079
H 0.45843 -2.14174 -2.17192 0.141 -0.183 0.027 0.094
H 2.07233 -1.79768 -1.60684 0.160 0.489 0.127 0.096